{
  "formula": "C19H22ClNOS",
  "method": "wB97M-V/def2-TZVPD",
  "mol_weight_g_mol": 347.91,
  "homo_lumo_gap_ev": 9.37,
  "largest_force_ha_per_bohr": 0.0137,
  "e_homo_ha": -0.331,
  "smiles": "CCCC[C@@H]1C[C@H]1[C@@H](NC(=O)c1cccs1)c1ccc(Cl)cc1",
  "relative_energy_kcal_mol": 25.4,
  "lumo_energy_ev": 0.36,
  "symbols": ["Cl", "S", "O", "N", "C", "C", "C", "C", "C", "C", "C", "C", "C", "C", "C", "C", "C", "C", "C", "C", "C", "C", "C", "H", "H", "H", "H", "H", "H", "H", "H", "H", "H", "H", "H", "H", "H", "H", "H", "H", "H", "H", "H", "H", "H"],
  "coordinates": [[-2.9272, -6.6187, 0.6399], [0.9536, 0.9018, 2.9665], [2.5017, -0.5494, -0.3651], [0.4198, -0.7534, 0.5045], [2.0516, 0.5369, 1.6706], [-0.8973, 2.7360, -0.6963], [-1.1297, -0.5142, -1.3348], [1.6943, -0.2945, 0.5096], [-1.0055, -3.6988, -1.2648], [0.8707, 3.9666, 0.6165], [-1.9356, -4.1958, 1.2916], [-0.1440, -1.4396, -0.6393], [-0.5942, 0.6593, -2.1056], [-0.8142, -2.7428, -0.2729], [-1.2659, 2.0063, -1.9917], [-1.2473, -0.4795, -2.8301], [3.3122, 1.8899, 3.0658], [-1.2887, -3.0061, 1.0051], [2.1418, 1.8541, 3.7551], [3.2620, 1.1382, 1.8761], [0.5793, 3.1182, -0.6155], [-2.1178, -5.1314, 0.2883], [-1.6539, -4.8885, -0.9948], [-0.9815, 2.6257, -2.8463], [-2.0439, -0.3612, -0.7714], [4.1788, 2.4340, 3.3954], [-2.2965, -4.3952, 2.2885], [-1.7960, -5.6253, -1.7696], [0.4839, 0.7122, -2.1908], [-2.2290, -0.3280, -3.2531], [0.7023, -1.6391, -1.3066], [0.5690, 3.4435, 1.5214], [-2.3496, 1.8701, -2.0252], [1.1954, 2.2182, -0.5827], [1.9334, 4.1867, 0.6872], [-0.2276, -0.3958, 1.1892], [0.8565, 3.6770, -1.5121], [0.3263, 4.9074, 0.5716], [-1.4991, 3.6455, -0.6251], [-1.1487, -2.2899, 1.8002], [-1.1527, 2.1044, 0.1584], [4.0765, 1.0333, 1.1828], [-0.6211, -1.1376, -3.4123], [1.8972, 2.3302, 4.6840], [-0.6395, -3.5106, -2.2624]],
  "forces_ev_per_a": [[-0.095, -0.182, 0.042], [0.563, 0.060, -0.132], [0.117, 0.036, -0.103], [-0.266, -0.209, 0.078], [0.083, 0.401, 0.571], [0.163, 0.026, -0.380], [0.334, 0.025, -0.028], [0.017, -0.123, -0.081], [-0.024, 0.056, 0.121], [0.082, -0.117, -0.206], [-0.089, -0.117, -0.021], [-0.105, 0.151, -0.294], [-0.133, 0.124, 0.028], [0.105, -0.062, 0.031], [0.024, -0.101, 0.274], [-0.041, -0.065, -0.071], [-0.077, 0.102, 0.197], [0.055, 0.017, -0.164], [-0.306, -0.149, -0.080], [-0.331, -0.280, -0.271], [-0.231, 0.051, 0.246], [0.107, 0.214, -0.013], [-0.051, -0.057, 0.047], [-0.079, 0.028, -0.054], [-0.097, 0.082, -0.008], [0.127, 0.096, 0.082], [-0.042, -0.048, 0.077], [-0.019, -0.086, -0.050], [0.091, -0.150, 0.031], [-0.098, 0.073, -0.013], [-0.155, 0.035, 0.084], [-0.002, -0.032, 0.130], [-0.051, -0.006, -0.094], [0.065, -0.022, -0.092], [0.093, 0.070, 0.089], [0.058, 0.041, -0.071], [0.047, -0.046, -0.098], [-0.052, 0.126, 0.032], [-0.046, 0.021, 0.090], [0.040, 0.050, 0.101], [-0.065, -0.011, 0.101], [0.111, -0.058, -0.167], [0.110, -0.101, -0.019], [0.004, 0.116, 0.193], [0.059, 0.023, -0.133]]
}